No. 1
C27H39BN6OPdS3 | ωB97M-V/def2-TZVPD

Each line ends with the Mulliken charge.
Cartesian coordinates (Å):
Pd1 1.72471 -0.37746 -6.73787  -0.20
C1 -0.46285 -6.00958 -4.49950  -1.47
C2 -0.35730 -4.72484 -3.51564  0.32
C3 -1.15899 -4.80176 -2.38000  0.23
C4 -1.63298 -3.78048 -1.65703  -0.37
N1 -1.68700 -2.66945 -2.48436  -0.01
N2 -1.02212 -2.47731 -3.64076  -0.13
B1 -0.25184 -0.87504 -4.02481  0.15
N3 6.44241 1.32974 4.49839  -0.78
N4 5.29782 1.52246 4.47353  0.10
C5 4.26244 2.14847 5.37588  -0.41
C6 5.00715 2.86034 6.22950  0.30
C7 6.39929 2.76202 6.48651  -0.46
C8 7.13422 3.89346 7.36782  -1.07
C9 7.02868 1.94425 5.64589  0.70
S1 8.76009 2.10660 5.40434  -0.58
C10 2.80026 2.07785 4.84006  2.00
C11 2.43592 2.76249 3.52821  -1.64
C12 2.06417 2.61670 5.85103  -2.01
C13 2.30442 0.47576 4.62301  -1.21
N5 -1.18862 0.27545 -4.55639  0.35
N6 -2.42166 0.30224 -3.93915  -0.63
C14 -2.47859 1.32751 -3.12695  0.59
C15 -1.45138 2.30061 -2.93269  -1.14
C16 -0.44149 2.52532 -3.76467  0.24
C17 0.69197 3.72716 -3.71211  -1.27
C18 -0.34113 1.27885 -4.84166  0.47
S2 0.84101 1.59031 -5.96436  -0.34
C19 -3.85725 1.61902 -2.53883  2.22
C20 -4.73393 2.15283 -3.66352  -1.38
C21 -3.88120 2.48477 -1.24151  -1.58
C22 -4.51195 0.19060 -2.32780  -1.83
C23 -0.33611 -3.57120 -4.28446  0.07
S3 -0.33916 -3.23518 -5.87173  -0.52
C24 -2.67996 -3.70656 -0.44832  1.87
C25 -2.40651 -5.19585 0.16853  -1.63
C26 -1.98225 -2.86994 0.68344  -1.31
C27 -4.14375 -3.45003 -0.94541  -1.50
H1 -1.23014 -5.78475 -5.23469  0.37
H2 -0.87329 -6.68012 -3.81827  0.50
H3 0.46252 -6.33983 -5.01211  0.24
H4 -1.51919 -5.80399 -2.21080  -0.09
H5 4.43886 3.64294 6.88948  -0.04
H6 6.62927 4.89991 7.62620  0.30
H7 7.99132 3.93446 6.65749  0.23
H8 7.49743 3.26782 8.19365  0.27
H9 3.12738 3.56958 3.89994  0.41
H10 1.44585 2.96197 3.44538  0.53
H11 3.06695 2.14292 2.56084  0.29
H12 2.49348 3.59269 6.32040  0.29
H13 2.54767 2.17046 6.74554  0.57
H14 0.87134 2.72097 5.80333  0.23
H15 3.40496 0.32549 4.26297  0.40
H16 1.71484 0.27377 3.62872  0.26
H17 1.82577 0.22063 5.72426  0.30
H18 -1.40555 3.12456 -2.23789  0.08
H19 0.77355 4.30277 -2.75058  0.35
H20 0.62991 4.46758 -4.48140  0.30
H21 1.50808 3.10950 -4.03158  0.36
H22 -3.71940 2.72445 -4.31318  0.19
H23 -5.25973 3.13230 -3.41786  0.38
H24 -4.96904 1.36421 -4.43618  0.35
H25 -3.06898 3.04758 -1.03397  0.37
H26 -3.78380 1.60122 -0.59424  0.40
H27 -4.72062 2.97979 -0.83718  0.40
H28 -4.94920 -0.27270 -3.25953  0.37
H29 -5.10998 0.21467 -1.43020  0.47
H30 -3.75142 -0.71283 -1.87078  0.12
H31 -2.23275 -5.99317 -0.45747  0.41
H32 -3.33047 -5.26278 0.79085  0.40
H33 -1.57280 -5.54296 1.11445  0.21
H34 -1.21019 -3.63628 1.27320  0.30
H35 -2.61050 -3.07523 1.67942  0.34
H36 -1.59831 -1.88275 0.29258  0.29
H37 -4.59898 -4.28244 -1.53927  0.38
H38 -4.44728 -2.44463 -1.71574  0.03
H39 -4.77859 -3.42490 -0.21432  0.71
O1 0.88444 -1.18300 -4.08805  -0.40

Atomic forces in eV per Å
Pd -0.41 0.29 0.24
C 1.08 2.17 1.02
C -1.16 -2.33 -2.70
C 1.61 -3.15 -0.72
C -2.72 4.36 -2.03
N 1.62 2.01 0.21
N -0.98 -0.77 3.67
B -6.34 -0.83 -1.77
N 5.66 0.45 3.13
N -12.39 -0.94 -2.87
C 4.21 -1.71 -3.86
C -2.66 2.86 3.77
C -2.84 2.69 1.18
C -0.30 -2.11 -1.71
C 5.68 0.14 -1.90
S 0.02 -0.69 0.61
C 0.43 -4.46 -3.68
C 8.26 -1.29 -1.03
C -3.36 4.24 7.11
C 1.82 1.88 0.32
N 2.56 -3.81 -0.28
N 0.82 2.56 1.75
C -1.48 -0.25 -0.11
C 1.17 2.00 0.36
C 1.27 -1.22 -2.86
C -2.11 -2.21 0.69
C 0.55 5.68 1.95
S -0.23 -1.56 -0.35
C -1.66 -1.85 -0.34
C 4.63 3.77 -3.12
C -0.62 -4.66 -0.15
C 2.47 -2.80 1.89
C -2.32 2.77 1.90
S 1.22 -0.73 -2.69
C 4.60 -2.45 -0.83
C -1.35 1.03 4.71
C -0.26 -2.47 2.56
C 2.29 1.23 -5.94
H 0.13 0.20 -0.24
H -0.31 -2.17 0.76
H -0.53 0.25 0.53
H 0.31 -0.42 0.55
H 1.04 -1.15 -0.93
H 0.44 -2.03 -0.50
H 0.04 1.00 0.85
H 0.08 0.95 0.41
H -1.13 0.98 -2.21
H -2.79 0.53 -0.53
H -2.32 2.11 2.77
H -1.07 -0.22 -1.88
H -1.84 -1.06 0.44
H 2.79 -0.64 0.18
H -1.74 -1.79 1.21
H 0.44 0.69 2.40
H 1.54 -0.39 -3.22
H -1.25 -0.33 0.97
H -0.09 -1.18 -0.61
H -0.73 0.23 -0.74
H 1.20 0.15 0.54
H -3.17 -1.03 1.07
H -0.36 -1.96 -0.47
H -0.66 1.33 1.06
H 2.69 1.90 0.11
H 0.24 0.60 0.93
H -1.55 0.53 -0.61
H 0.28 0.68 1.36
H -1.35 0.24 -0.23
H -1.31 2.77 -1.67
H -0.48 -1.56 -1.71
H 0.26 -1.05 -0.56
H -1.81 2.04 -2.86
H -0.66 2.59 -2.66
H 0.22 2.08 -2.01
H -0.59 -0.91 1.33
H 1.15 0.22 0.10
H 1.68 -2.93 2.56
H -3.51 0.70 4.85
O 5.92 0.25 0.51

## Properties
Frontier orbital gap ... 5.578 eV
Total charge ... -2

---

No. 2
C27H39Br2O4PS4W | ωB97M-V/def2-TZVPD

Each line ends with the Mulliken charge.
Cartesian coordinates (Å):
W1 -0.24420 -0.28530 -0.09494  -1.04
Br1 2.05866 1.32731 1.44202  0.12
C1 2.86781 0.37070 2.95678  -0.64
Br2 1.89179 -1.15576 3.54725  -0.06
H1 2.90970 1.09978 3.75587  0.43
H2 3.85053 0.06819 2.61911  0.46
O1 -1.71413 1.02288 -0.74729  -0.15
S1 -2.84344 2.04178 -0.39885  0.07
C2 -2.68318 3.25894 -1.73948  -0.95
C3 -1.24340 3.47951 -2.20111  -0.53
C4 -0.86125 2.57075 -3.37272  -0.48
C5 0.65061 2.48328 -3.58911  -0.94
S2 1.45903 1.04266 -2.83306  0.14
O2 0.61546 0.80488 -1.53385  0.03
C6 1.04298 -0.24692 -3.96191  1.12
C7 2.08194 -0.63488 -4.80079  -0.54
C8 1.82040 -1.56756 -5.79492  -0.77
C9 0.55098 -2.11255 -5.91913  -0.59
C10 -0.47193 -1.73194 -5.05573  -0.92
C11 -0.23586 -0.78860 -4.07160  -0.36
C12 -2.31401 2.99945 0.98958  1.20
C13 -3.34734 3.56184 1.73205  -0.85
C14 -3.02739 4.39311 2.79651  -0.52
C15 -1.69707 4.63323 3.11375  -0.82
C16 -0.67599 4.04478 2.37485  -0.80
C17 -0.98048 3.22326 1.30246  0.10
H3 -3.12972 4.15524 -1.30556  0.54
H4 -3.33367 2.91787 -2.54614  0.55
H5 -0.55768 3.34727 -1.36406  0.05
H6 -1.14206 4.52043 -2.51220  0.60
H7 -1.30820 2.96447 -4.28683  0.60
H8 -1.28113 1.57729 -3.23512  0.06
H9 1.18025 3.35756 -3.20768  0.55
H10 0.92343 2.36160 -4.63989  0.56
H11 3.07188 -0.20798 -4.69489  0.52
H12 2.61051 -1.86385 -6.47158  0.50
H13 0.35078 -2.83313 -6.70109  0.47
H14 -1.46148 -2.15400 -5.16907  0.50
H15 -1.04260 -0.46283 -3.42994  0.32
H16 -4.38366 3.36785 1.48073  0.50
H17 -3.81790 4.84479 3.37983  0.46
H18 -1.45228 5.28406 3.94234  0.45
H19 0.35761 4.23680 2.62977  0.51
H20 -0.18752 2.77788 0.71544  -0.12
C18 3.01333 -4.45887 -3.52142  -1.08
C19 1.95490 -4.80161 -2.51981  -0.23
O3 1.06005 -3.58636 -2.35640  -0.07
P1 0.40531 -3.10805 -1.06154  0.73
S3 -1.39026 -2.07610 -0.87769  -0.49
S4 1.63027 -1.68546 -0.18653  -0.28
O4 0.30576 -4.36959 -0.16399  -0.28
C20 -0.35539 -4.52942 1.14249  -0.09
C21 -1.65191 -5.27487 0.97524  -1.10
H21 3.66157 -5.33012 -3.63023  0.44
H22 3.62429 -3.62055 -3.18937  0.27
H23 2.57995 -4.23601 -4.49279  0.25
H24 2.34810 -5.03113 -1.53278  0.40
H25 1.28710 -5.59372 -2.84541  0.31
H26 -0.48008 -3.53866 1.58878  0.13
H27 0.36623 -5.08642 1.73476  0.32
H28 -2.36908 -4.71969 0.36986  0.27
H29 -2.09272 -5.44130 1.95829  0.41
H30 -1.48127 -6.24606 0.51412  0.36
C22 -3.73287 0.30976 3.83759  -1.41
C23 -2.23878 0.01726 4.07799  1.90
C24 -2.06677 -1.32301 4.81954  -1.63
C25 -1.58098 1.16678 4.86635  -1.25
C26 -1.57429 -0.07591 2.79648  -0.57
C27 -0.97635 -0.13478 1.72328  2.24
H31 -4.23582 0.33809 4.80384  0.45
H32 -4.19902 -0.46770 3.23320  0.39
H33 -3.86905 1.27535 3.35040  0.21
H34 -2.51638 -1.22745 5.80736  0.47
H35 -1.01375 -1.57389 4.94473  0.28
H36 -2.56894 -2.13287 4.29109  0.39
H37 -2.08538 1.25244 5.82864  0.46
H38 -1.67914 2.11417 4.33520  0.13
H39 -0.52494 0.96700 5.04750  0.34

Atomic forces in eV per Å
W 0.37 1.42 -0.25
Br -0.05 -0.02 -0.14
C 0.00 -0.01 0.04
Br 0.04 0.01 0.02
H 0.01 0.00 -0.01
H -0.01 0.00 0.00
O -0.02 -0.11 0.26
S -0.09 0.02 -0.06
C 0.08 0.01 0.04
C -0.02 0.01 -0.01
C 0.04 0.02 -0.03
C -0.07 -0.03 0.03
S 0.19 0.01 -0.07
O -0.31 0.07 0.16
C -0.02 -0.04 0.13
C 0.02 -0.01 0.03
C 0.02 -0.01 -0.02
C 0.02 -0.01 -0.02
C -0.02 0.00 0.01
C -0.03 0.11 -0.06
C 0.00 -0.05 0.02
C 0.02 -0.01 0.00
C 0.01 0.01 0.01
C -0.03 0.02 -0.02
C 0.01 -0.01 -0.03
C 0.00 0.09 -0.09
H -0.03 0.01 -0.02
H -0.01 -0.05 0.02
H 0.03 -0.01 0.00
H -0.01 0.01 0.04
H 0.02 -0.02 -0.02
H -0.02 -0.03 0.01
H 0.02 -0.02 0.04
H 0.01 0.04 0.00
H 0.02 -0.01 0.01
H 0.00 0.00 0.00
H 0.00 0.00 0.00
H 0.00 -0.01 0.00
H 0.01 -0.03 0.05
H -0.01 -0.03 0.01
H 0.00 0.02 -0.01
H 0.00 0.00 0.01
H 0.01 0.00 0.00
H -0.06 0.02 0.03
C -0.02 0.02 0.03
C -0.09 -0.13 0.06
O -0.68 0.43 -0.48
P 1.16 -0.65 1.72
S -0.47 -0.38 -1.10
S -0.29 -0.30 0.07
O -0.04 -0.06 -0.37
C -0.01 0.06 0.21
C 0.02 0.00 -0.05
H 0.00 0.00 0.00
H 0.01 -0.01 0.01
H -0.02 0.01 -0.04
H 0.03 0.00 -0.02
H 0.00 0.01 0.00
H -0.01 -0.02 -0.05
H 0.00 0.01 -0.02
H -0.01 0.02 0.01
H 0.00 0.00 0.00
H 0.00 -0.01 0.01
C -0.01 0.01 0.00
C -0.06 -0.04 0.01
C 0.02 -0.01 -0.01
C 0.01 0.02 0.00
C 0.12 0.06 0.02
C 0.21 -0.36 -0.19
H 0.00 0.01 0.01
H -0.01 -0.01 0.00
H 0.00 -0.01 0.00
H -0.01 0.00 0.00
H 0.00 0.01 0.02
H 0.00 0.00 0.00
H 0.00 0.00 0.01
H -0.01 -0.04 0.02
H 0.00 -0.01 0.01

## Properties
Frontier orbital gap (alpha / beta) ... 6.577 / 7.004 eV
Spin multiplicity ... 2
Energy above the lowest of the compared OMol25 structures with the same formula, charge and spin ... 0.00 kJ/mol
Total charge ... +3
⟨S²⟩ ... 0.7584

---

No. 3
C27H39CaN2O5 | ωB97M-V/def2-TZVPD

Each line ends with the Mulliken charge.
Cartesian coordinates (Å):
O1 0.29603 0.19474 -1.82612  -0.04
C1 0.28913 1.63763 -2.17118  -0.79
C2 0.38666 1.41235 -3.66805  -0.50
H1 1.17063 2.12354 -1.73392  0.32
H2 -0.65534 2.08596 -1.84749  0.37
C3 0.53516 -0.07223 -3.27789  1.39
H3 1.24783 1.93283 -4.11398  -0.03
H4 -0.55691 1.65248 -4.17871  0.39
C4 1.94555 -0.59755 -3.46284  -1.52
H5 2.63879 -0.02185 -2.83688  0.36
H6 2.27351 -0.54941 -4.51302  0.41
H7 1.97338 -1.64258 -3.13324  0.26
C5 -0.50949 -1.01649 -3.84566  -1.56
H8 -1.51092 -0.57618 -3.80814  0.33
H9 -0.53512 -1.95624 -3.27996  0.18
H10 -0.28012 -1.27618 -4.88965  0.44
Ca1 -0.15231 0.02690 0.70747  1.32
C6 -2.88625 -1.58348 0.49312  -0.02
C7 -2.86851 -0.31960 1.12716  -0.60
C8 -2.72163 0.67472 0.12031  -1.73
H11 -2.94700 -0.11585 2.18768  0.47
C9 -2.71907 0.01498 -1.14236  0.24
C10 -2.81414 -1.38550 -0.90686  -0.85
H12 -2.89426 -2.16596 -1.66215  0.38
H13 -2.96809 -2.52941 1.01193  0.44
H14 -2.58564 1.72940 0.34565  0.47
H15 -2.76229 0.49797 -2.11854  0.53
C11 0.28102 -2.79573 1.48596  0.53
C12 -0.02758 -3.29419 0.20485  -1.54
C13 0.89731 -2.77384 -0.72284  0.11
H16 -0.85239 -3.97447 0.02604  0.40
C14 1.78668 -1.91911 -0.01263  -0.82
C15 1.42284 -1.94819 1.36582  -1.31
H17 1.90229 -1.35477 2.14546  0.52
H18 -0.30403 -3.08299 2.35425  0.42
H19 0.95174 -3.04951 -1.77465  0.66
H20 2.62038 -1.35153 -0.42830  0.32
O2 2.56294 4.04781 -4.86846  -0.36
C16 2.44978 3.59144 -6.24366  -0.41
C17 3.09432 4.63902 -7.17567  -0.58
H21 1.37601 3.50676 -6.49303  0.27
H22 2.88299 2.57916 -6.33213  0.30
C18 2.92844 5.92812 -6.37754  -0.50
H23 2.62221 4.65702 -8.15935  0.33
H24 4.16063 4.41512 -7.28696  0.28
C19 3.05081 5.42794 -4.92353  -0.49
H25 1.92015 6.32366 -6.53465  0.27
H26 3.65752 6.70036 -6.62567  0.32
H27 2.49690 6.03881 -4.19066  0.28
H28 4.12051 5.46059 -4.63693  0.26
C20 0.52577 -3.30721 5.33690  -1.14
C21 -0.80860 -2.83593 5.86663  -1.03
C22 -1.19866 -1.37725 5.47933  2.88
C23 -2.55904 -0.99455 6.15523  -1.17
C24 -3.75702 -1.87224 5.85586  -1.22
C25 -0.12722 -0.37615 5.98819  -0.30
O3 0.20008 -0.23336 7.14627  -0.67
N1 0.47321 0.40258 5.00015  0.11
C26 0.23388 0.34909 3.63041  0.04
O4 0.92944 1.01399 2.80961  -0.82
N2 -0.74810 -0.44957 3.14969  0.43
C27 -1.38051 -1.31576 3.94726  -1.20
O5 -2.15813 -2.12842 3.43100  -0.55
H29 0.57413 -3.32065 4.24318  0.20
H30 0.67970 -4.33055 5.68533  0.48
H31 1.35210 -2.70471 5.72460  0.28
H32 -1.62898 -3.46911 5.49032  0.36
H33 -0.83808 -2.87494 6.97229  0.36
H34 -2.38231 -0.94342 7.24484  0.46
H35 -2.76998 0.02484 5.79912  0.38
H36 -3.57950 -2.91557 6.12343  0.27
H37 -4.59453 -1.49905 6.44820  0.44
H38 -4.02058 -1.83420 4.79548  0.25
H39 1.19190 1.04568 5.30429  0.29

Atomic forces in eV per Å
O 0.26 1.67 -1.43
C -0.29 -0.29 0.85
C -0.12 0.14 0.44
H -0.25 0.09 0.01
H 0.21 0.08 0.21
C 0.14 -0.68 -0.26
H -0.36 -0.46 -0.07
H 0.42 -0.14 -0.01
C 0.13 -0.32 0.20
H -0.07 -0.09 -0.20
H -0.22 0.06 0.26
H 0.16 0.21 -0.02
C -0.16 -0.21 0.02
H 0.18 -0.05 0.07
H 0.05 0.29 0.04
H 0.07 0.22 0.16
Ca -0.89 -1.89 -0.02
C -0.22 0.51 -0.03
C 0.12 -0.06 -0.45
C 0.06 -0.21 0.07
H 0.02 -0.17 -0.27
C -0.05 -0.35 0.11
C -0.18 0.83 0.26
H 0.18 0.22 0.15
H 0.07 0.12 -0.08
H -0.40 0.13 -0.28
H 0.25 -0.06 0.20
C 0.23 -0.08 -0.40
C 0.46 0.09 0.27
C 0.08 0.11 0.33
H 0.11 0.12 -0.21
C -0.05 -0.12 0.06
C -0.21 -0.13 -0.21
H -0.03 -0.34 -0.09
H 0.27 0.37 -0.13
H -0.05 0.22 0.20
H -0.14 -0.22 0.06
O 0.56 1.20 -1.29
C -0.56 -0.21 -0.01
C 0.35 -0.46 0.64
H 0.28 -0.02 0.18
H -0.03 0.49 0.10
C -0.68 -0.33 0.47
H 0.07 0.00 0.10
H -0.11 0.02 -0.13
C 0.37 -0.16 0.22
H 0.11 0.09 -0.04
H -0.04 -0.07 0.08
H 0.08 -0.34 -0.35
H -0.40 -0.24 0.04
C 0.17 -0.24 0.03
C -0.73 0.66 0.36
C 0.25 -0.04 0.09
C 0.77 0.55 -0.02
C -0.12 -0.04 -0.19
C -0.31 -0.18 -0.77
O -0.15 -0.17 -0.05
N 0.29 0.18 0.15
C -0.80 -0.74 -1.31
O -0.50 -0.09 1.03
N 1.78 1.62 0.40
C -1.22 -1.36 -0.48
O 0.42 0.29 1.07
H -0.04 0.10 0.18
H 0.16 -0.02 -0.09
H -0.03 0.02 -0.06
H 0.43 0.20 0.08
H 0.12 -0.07 -0.38
H 0.01 0.02 -0.41
H -0.13 -0.06 0.28
H -0.07 0.07 0.02
H -0.09 -0.09 -0.01
H 0.03 -0.07 0.23
H -0.02 -0.10 0.05

## Properties
Frontier orbital gap ... 5.535 eV
Total charge ... -1